1.
Here is the molecule C7H12O from the Open Molecules 2025 dataset. Energies are from ωB97M-V/def2-TZVPD.

Geometry as XYZ:
```
20
Properties=species:S:1:pos:R:3:forces:R:3
C 3.0490 1.0942 -0.2177 -1.2452 -0.2832 -2.3942
C 1.5529 1.7648 -0.1780 4.0031 0.7387 2.4648
C 0.4264 0.9070 -0.4855 -1.6084 -2.6751 -2.0265
C 0.3688 0.1249 -1.8057 5.1296 -0.2118 1.3635
C -0.4682 0.6567 0.4592 -0.4221 1.1174 2.4195
C -1.6034 -0.2240 0.7824 -1.5714 -3.7473 -1.6584
C -1.5022 -1.6107 0.7232 -0.3689 5.5610 0.3872
O -2.5254 -2.4088 0.9612 0.3308 -5.4191 -1.3138
H 3.7780 1.8529 -0.4153 0.3858 0.6772 0.3572
H 3.3330 0.3240 -0.9852 -1.0346 0.6773 0.1225
H 3.2613 0.5719 0.6670 0.1770 -0.3226 1.5593
H 1.6630 2.7881 -0.5868 -0.5370 -0.7327 -0.5019
H 1.5656 1.9456 0.9498 -0.5940 0.1409 -1.4069
H 1.3759 -0.5863 -1.8705 -2.1800 2.0733 -0.0787
H 0.3311 0.7606 -2.6468 0.3125 0.8101 -1.0641
H -0.3471 -0.5833 -1.9227 -2.6997 -1.7757 0.2744
H -0.2476 1.2945 1.3108 -0.2209 0.1284 0.3748
H -2.7002 0.0398 0.9071 1.6131 0.6269 0.0223
H -0.5685 -2.0138 0.6124 2.3010 -1.3105 -0.4814
H -2.1810 -3.4005 0.6231 -1.7707 3.9268 1.5805
```
Forces are in eV/Å.

Results
Calculated total energy ... -349.03305 Ha
Maximum force ... 0.1086 hartree/bohr
SMILES string ... CC/C(C)=C/C=C/O
HOMO-LUMO gap ... 0.3160 Eh

---

2.
Here is the molecule C7H12O from the Open Molecules 2025 dataset. Energies are from ωB97M-V/def2-TZVPD.

Geometry as XYZ:
```
20
Properties=species:S:1:pos:R:3:forces:R:3
C -0.3596 -0.0726 2.0842 2.6277 -0.0400 1.5118
C -0.0694 -0.5232 0.7190 -4.8278 7.3292 2.3872
C 0.6920 -1.4497 0.4656 2.4292 -8.6293 -3.1726
C 1.0143 -1.4206 -1.0409 2.8245 1.1656 -0.7498
C 0.1235 -0.2373 -1.5804 -3.2275 -2.1945 -2.0381
C -0.3059 0.4799 -0.3620 -1.3982 1.4462 1.0843
C -1.6823 1.3687 -0.2450 2.1159 0.5282 0.0428
O 0.6761 1.4498 -0.1548 5.0021 -0.6712 2.4653
H -0.1372 -1.0336 2.5605 -0.2562 0.5790 1.3094
H -1.3874 0.1944 2.2232 -0.2331 0.5313 0.5171
H 0.5186 0.7502 2.4332 -2.9114 -2.0250 -0.8064
H 0.6884 -2.3847 1.1263 1.0985 1.5246 -0.8793
H 2.1214 -0.9480 -0.9863 -1.8963 -1.6004 -0.8438
H 0.9566 -2.3599 -1.7168 0.3351 1.5409 1.5024
H 0.5170 0.5464 -2.2868 -0.1927 -1.4533 0.3259
H -0.8831 -0.7882 -1.9858 2.3226 1.3413 0.3153
H -1.3682 2.4076 -0.9597 -1.5707 -3.1099 2.4419
H -2.5077 0.7353 -0.6000 0.0727 0.6891 -0.3980
H -1.9324 1.5513 0.9338 0.9403 0.2054 -3.2283
H 1.5297 0.8590 0.2546 -3.2548 2.8429 -1.7869
```
Forces are in eV/Å.

Results
Calculated total energy ... -348.99456 Ha
Maximum force ... 0.1849 hartree/bohr
SMILES string ... CC1=CCC[C@]1(C)O
HOMO-LUMO gap ... 0.3790 Eh

---

3.
Here is the molecule C7H12O from the Open Molecules 2025 dataset. Energies are from ωB97M-V/def2-TZVPD.

Geometry as XYZ:
```
20
Properties=species:S:1:pos:R:3:forces:R:3
C 1.7883 2.4657 0.4143 1.1016 -0.0318 -0.0543
C 1.0112 1.4174 0.6229 -0.4846 -0.4264 -0.2574
C -0.3971 1.2145 0.2046 0.7393 0.6510 -0.6456
C -1.4010 1.8848 0.7421 -1.0134 -0.1165 -0.0886
C -0.6366 0.2710 -0.9539 -1.0556 -0.7433 0.5923
C 0.0957 -1.0727 -0.9152 0.1399 -0.1228 -1.3599
C -0.6615 -2.1901 -0.1953 1.3169 0.2068 0.5280
O 0.2251 -3.2412 0.2055 -0.9809 -0.5057 -0.9405
H 2.8067 2.4422 0.7950 -0.0617 -0.1226 0.0154
H 1.6245 3.3287 -0.2192 -0.7802 0.0017 0.2190
H 1.4176 0.5127 1.0737 0.2518 0.3359 0.3318
H -2.4057 1.6300 0.4132 0.0014 0.1346 -0.0400
H -1.3684 2.6644 1.4865 0.5061 -0.0657 0.1902
H -0.5415 0.7420 -1.9317 0.5512 0.3323 0.1561
H -1.7115 0.0406 -0.9134 0.0562 -0.0388 -0.0902
H 1.1468 -1.0035 -0.6343 -0.0728 0.1432 0.6576
H 0.2115 -1.3938 -1.9558 -0.1270 -0.0786 -0.0307
H -1.3422 -2.6527 -0.8991 -0.4570 0.0369 0.2284
H -1.1434 -1.7889 0.7015 -0.4361 -0.0411 -0.1908
H 0.8502 -2.8824 0.8086 0.8046 0.4509 0.7792
```
Forces are in eV/Å.

Results
Calculated total energy ... -349.08747 Ha
Maximum force ... 0.0282 hartree/bohr
SMILES string ... C=CC(=C)CCCO
HOMO-LUMO gap ... 0.3815 Eh

---

4.
Here is a 2-piece molecular cluster, C7H12O overall from the Open Molecules 2025 dataset. Energies are from ωB97M-V/def2-TZVPD.

Geometry as XYZ:
```
20
Properties=species:S:1:pos:R:3:forces:R:3
C 0.0182 -1.3173 -2.6003 -0.6243 0.3821 0.3732
C 0.0535 -1.8903 -3.7939 0.4827 0.2427 0.6735
C 0.8760 0.5075 3.8814 0.1288 0.5277 -0.7227
C 0.4290 0.1059 2.6678 -0.3847 -1.3138 0.4778
C 0.3829 0.8370 1.4764 1.4179 0.7813 -0.0029
C -0.0728 0.3218 0.1940 -1.5701 -0.6289 -0.5478
O 1.0497 0.1512 -0.6322 0.6243 0.8983 1.7242
C -1.1099 1.2425 -0.4643 0.2403 0.3727 0.1721
H 0.8783 -0.1665 4.7204 -0.0983 -0.0490 0.1436
H -0.9568 -1.2650 -2.0882 0.0487 -0.1502 -0.0053
H 0.7558 -0.4194 -1.4481 -0.1459 -0.9791 -1.4426
H -0.8428 -2.3624 -4.1956 0.0839 0.0232 -0.1880
H 0.9738 -1.9462 -4.3653 -0.0618 -0.0960 -0.1736
H 1.2617 1.5095 4.0299 0.0368 -0.0180 0.0439
H 0.0417 -0.9112 2.6148 0.0397 0.0623 -0.0699
H 0.8645 1.8145 1.5230 -0.2186 0.0699 -0.3319
H -0.5499 -0.6529 0.3846 0.0434 0.0069 -0.0577
H -1.4523 0.8187 -1.4050 0.0925 -0.0587 -0.0800
H -0.6152 2.1975 -0.6584 -0.1414 0.0063 -0.1284
H -1.9850 1.4251 0.1592 0.0059 -0.0796 0.1423
```
Forces are in eV/Å.

Results
Calculated total energy ... -348.90021 Ha
Maximum force ... 0.0397 hartree/bohr
HOMO-LUMO gap ... 0.1439 Eh

---

5.
Here is the molecule C7H12O from the Open Molecules 2025 dataset. Energies are from ωB97M-V/def2-TZVPD.

Geometry as XYZ:
```
20
Properties=species:S:1:pos:R:3:forces:R:3
C -0.2464 2.2711 1.9730 1.8549 1.4184 -1.5803
C 0.1392 1.4742 0.9717 -2.8289 -4.5089 2.5049
O 0.6866 1.5589 -0.2228 0.3836 0.3886 -1.1616
C 0.6150 0.0987 -0.5276 -1.2733 0.8052 0.7113
C 1.9636 -0.3531 -0.7708 1.6714 -1.6875 -3.3502
C -0.2147 -0.1195 -1.7296 -2.6024 -0.7373 -0.3839
C -0.1017 -0.2523 0.8004 1.2034 3.3533 0.7495
C -1.4839 -0.7945 0.7501 -1.2700 -1.8324 1.4076
H 0.1298 3.3123 1.9273 -0.5981 -0.4602 0.1009
H -0.6864 1.9456 2.8890 -0.1873 -0.4769 0.1327
H 1.9486 -0.6407 -1.9790 1.0763 1.0007 3.1150
H 2.1479 -1.2938 -0.2717 0.3224 -0.2085 0.2284
H 2.6767 0.4226 -0.4694 0.1067 -0.4868 -0.3926
H -0.0362 0.5834 -2.4792 1.4205 1.0207 -1.4591
H -1.2532 0.1971 -1.5653 -0.0979 -0.7202 0.3836
H -0.1902 -1.1481 -2.1833 0.0646 0.9267 0.7537
H 0.4380 -0.8080 1.5988 0.2400 0.4135 -0.9239
H -2.2497 -0.2142 0.2794 -0.1193 0.6572 -0.5493
H -1.8285 -0.8309 1.8331 0.2550 -0.4116 -1.2255
H -1.5709 -1.8503 0.2775 0.3784 1.5461 0.9390
```
Forces are in eV/Å.

Results
Calculated total energy ... -349.04928 Ha
Maximum force ... 0.1144 hartree/bohr
SMILES string ... C=C1OC(C)(C)[C@@H]1C
HOMO-LUMO gap ... 0.3494 Eh

---

6.
Here is a 3-piece molecular cluster, C7H12O2 overall from the Open Molecules 2025 dataset. Energies are from ωB97M-V/def2-TZVPD.

Geometry as XYZ:
```
21
Properties=species:S:1:pos:R:3:forces:R:3
C 1.6987 -0.3698 0.0521 -1.1112 -1.3427 0.1375
C 0.6324 -1.2037 0.0940 3.2922 -1.0122 -0.5817
C 0.4652 -2.2011 1.2153 -0.8569 0.6199 0.6292
O 0.0953 -1.5942 -1.1151 -0.6312 0.3080 0.1608
H 2.3294 -0.2364 0.9147 -0.1197 0.0961 0.1925
H 2.0646 -0.0213 -0.8906 -0.1338 0.5132 -0.3695
H -0.5116 -2.0650 1.6842 -0.1211 -0.2540 0.0827
H 1.2038 -2.0573 2.0071 0.0029 0.0355 -0.2445
H 0.5169 -3.2338 0.8553 0.1059 0.2708 -0.1520
H -0.7757 -1.9844 -0.9523 0.1912 0.0510 -0.0104
C -2.5526 -0.5668 0.1863 -0.2115 -1.1103 -1.0055
C -1.5636 0.1943 0.5734 -0.8617 3.1859 1.9560
O -1.0326 1.1057 1.0965 -0.0110 -1.9649 -0.8953
H -3.2385 -0.9980 0.8962 0.1818 0.1040 0.3663
H -2.7159 -0.8371 -0.8440 0.2376 0.0903 -0.1261
C 0.7432 2.7012 -0.3269 0.6118 -0.6857 0.2374
C 0.4046 2.6933 -1.6002 -0.2606 0.2173 -0.1981
H 0.3387 3.3988 0.3834 -0.2149 0.1490 0.1385
H 1.4088 1.9163 0.0698 -0.2586 0.8181 -0.2075
H 0.8486 2.0085 -2.3026 0.0193 -0.2886 -0.0875
H -0.3596 3.3509 -1.9966 0.1495 0.1991 -0.0229
```
Forces are in eV/Å.

Results
Calculated total energy ... -424.26849 Ha
Maximum force ... 0.0746 hartree/bohr
SMILES string ... C=C(C)O.C=C=O.C=C
HOMO-LUMO gap ... 0.3409 Eh

---

7.
Here is the molecule C7H12O2 from the Open Molecules 2025 dataset. Energies are from ωB97M-V/def2-TZVPD.

Geometry as XYZ:
```
21
Properties=species:S:1:pos:R:3:forces:R:3
C -0.8078 1.9286 -0.0384 0.0400 -0.7914 0.0497
C -0.1562 0.7671 -0.0210 1.5077 1.1472 -0.7593
C 1.4164 0.7476 -0.0897 -0.9013 3.3946 -0.0680
C 2.0951 0.7421 1.2612 0.4251 -0.7950 -0.0813
O 1.9449 1.2555 -1.0896 -0.4998 -1.5651 1.2821
C -0.5948 -0.6141 -0.2492 2.2401 -1.5050 -0.5604
C -1.2059 -0.8654 -1.6064 0.1740 0.0385 -0.2062
C -1.2686 -1.2992 0.9146 -0.2350 -0.2355 0.1189
O 0.9792 -1.2637 -0.3113 -2.3573 0.0345 0.3364
H -1.8673 1.9790 -0.2648 -0.0717 0.0593 0.3496
H -0.2716 2.8573 0.1330 -0.0739 -0.1028 -0.2379
H 2.8854 -0.0108 1.2321 0.1481 0.1958 0.1338
H 1.4183 0.4823 2.0762 -0.0591 -0.0159 -0.1494
H 2.5223 1.7283 1.4562 -0.0058 -0.1017 -0.1585
H -1.3142 -1.9368 -1.7978 -0.0370 0.1319 0.0850
H -2.1879 -0.3838 -1.6775 0.1186 -0.0673 0.0758
H -0.5559 -0.4254 -2.3729 -0.2413 -0.0531 0.1007
H -0.5638 -1.5505 1.7097 0.0497 0.1132 -0.1625
H -1.7755 -2.2140 0.5950 0.1829 0.0341 0.0237
H -2.0301 -0.6419 1.3538 0.1758 0.0130 -0.2097
H 1.3381 -1.2820 -1.2134 -0.5797 0.0706 0.0374
```
Forces are in eV/Å.

Results
Calculated total energy ... -424.32682 Ha
Maximum force ... 0.0683 hartree/bohr
SMILES string ... C=C(C(C)=O)C(C)(C)O
HOMO-LUMO gap ... 0.3583 Eh

---

8.
Here is the molecule C7H12O2S2 from the Open Molecules 2025 dataset. Energies are from ωB97M-V/def2-TZVPD.

Geometry as XYZ:
```
23
Properties=species:S:1:pos:R:3:forces:R:3
C -0.3864 2.4764 0.7981 -2.5609 -2.2802 0.6601
C -0.6739 3.2944 1.7607 0.8918 3.3115 1.8528
C -0.0861 -0.2987 -0.7566 -0.3326 -2.1832 1.1109
C 1.0905 0.5747 -0.3430 -1.2477 0.5735 -2.6006
C -0.9424 -0.8166 0.3717 -1.8802 1.1299 0.9180
C 2.3068 0.4137 -1.2821 -1.4497 -1.3379 4.0366
C -2.0469 -1.8134 0.1859 2.2651 -3.8855 1.0717
O -3.0130 0.7743 -0.2497 1.3789 -0.3355 1.6514
O -2.6196 0.2960 2.1955 -0.3064 -0.1396 1.0522
S 0.5132 2.2923 -0.5877 0.6951 0.6117 -0.2851
S -2.0840 0.5492 0.8945 1.6198 3.2803 -2.5157
H -1.4071 3.1680 2.5850 0.3250 -0.3547 -1.0040
H -0.0989 4.3433 1.9095 -1.0285 -2.5009 -0.6161
H -0.8399 0.1723 -1.3058 -0.4956 1.0218 -1.9022
H 0.1749 -1.2427 -1.2162 0.6855 -0.0511 -0.8225
H 1.2074 0.3949 0.6672 1.0701 0.0204 2.1403
H -0.4604 -1.1204 1.2234 1.8084 -0.1607 2.2764
H 1.8900 0.1102 -2.1421 -0.9873 -0.2321 -3.7840
H 2.7788 -0.4795 -0.9328 1.0471 -0.3571 0.3289
H 2.8747 1.2733 -1.2358 1.5451 1.4723 -0.4275
H -2.6311 -1.8695 1.1049 -0.2744 0.2852 -0.2694
H -1.7068 -2.9295 0.0681 -0.3359 2.1148 -0.3761
H -2.5186 -1.3995 -0.6110 -2.4326 -0.0030 -2.4961
```
Forces are in eV/Å.

Results
Calculated total energy ... -1220.59394 Ha
Maximum force ... 0.0899 hartree/bohr
HOMO-LUMO gap (alpha / beta) ... 0.2709 / 0.2706 Eh

---

9.
Here is the molecule C7H12OS from the Open Molecules 2025 dataset. Energies are from ωB97M-V/def2-TZVPD.

Geometry as XYZ:
```
21
Properties=species:S:1:pos:R:3:forces:R:3
C -1.0733 -2.7595 0.0171 -1.4931 3.8958 -1.7456
C 0.0330 -2.0543 -0.1274 -0.8542 2.5775 -1.6238
C 2.0626 0.4633 0.6561 -3.7077 -1.9917 -5.1490
C 0.6633 1.8700 -0.8018 -2.2301 -1.0530 -2.7984
C -0.5243 0.7598 1.0915 2.9263 -0.3832 1.7901
C 0.1765 -0.7033 -0.8835 -1.5773 1.1036 -1.0451
C 0.5117 0.5545 -0.0626 2.0073 0.1604 3.7030
O 4.3810 -0.2971 0.3791 3.4733 -0.4648 0.5423
S 3.1486 -0.1981 -0.3366 -2.4370 0.5828 1.1689
H -0.9297 -3.6696 0.4217 -0.4092 -3.0545 1.5564
H -2.0872 -2.3068 -0.2845 1.6591 -1.2156 0.3378
H 0.9299 -2.3893 0.2887 1.4122 -0.7531 0.4313
H 2.2395 0.9132 1.5510 0.6461 0.9633 2.4951
H -0.1738 2.0016 -1.5701 0.9672 -0.6526 0.3544
H 0.3910 2.7131 -0.2389 0.6558 1.1429 1.4276
H 1.6151 1.8994 -1.3107 0.0230 0.5740 -0.1022
H -1.3516 1.2123 0.7455 -2.8625 2.1392 -1.6680
H -0.1807 1.3695 1.9828 0.0846 -0.3951 -1.2618
H -0.9755 -0.0831 1.5614 0.3708 -1.4383 0.1080
H -0.7352 -0.3567 -1.5381 1.0034 -1.1234 1.4997
H 0.9220 -0.7352 -1.6745 0.3420 -0.6143 -0.0208
```
Forces are in eV/Å.

Results
Calculated total energy ... -747.20696 Ha
Maximum force ... 0.1293 hartree/bohr
HOMO-LUMO gap ... 0.3387 Eh

---

10.
Here is the molecule C7H12OSi from the Open Molecules 2025 dataset. Energies are from ωB97M-V/def2-TZVPD.

Geometry as XYZ:
```
21
Properties=species:S:1:pos:R:3:forces:R:3
C -2.3843 -0.6301 0.8581 -0.9165 -2.1562 0.5445
C -3.3129 -1.3691 0.1123 -1.1541 -0.6521 -1.0392
C -1.9605 0.5133 0.1157 1.9587 -0.4783 -0.2108
C -3.5121 -0.6824 -1.1564 2.4765 -0.5364 3.5941
C 0.4822 -1.5857 -0.4324 -1.4460 -3.1645 -0.7543
C 0.5539 2.8936 0.3543 -1.1023 0.9885 -0.9531
C 1.0055 -0.2176 -0.6587 -2.5766 1.9492 -0.2714
O -2.5925 0.2794 -1.1531 0.3263 1.7175 -2.8842
Si 0.1800 0.9890 0.5620 -1.4942 0.2753 -2.6547
H -1.8995 -0.8633 1.7982 -0.5044 -0.3644 0.0335
H -3.8271 -2.3461 0.2682 0.6491 1.1180 0.4448
H -2.4048 1.3811 0.4431 -1.0820 2.4245 1.0182
H 0.6399 -1.9162 0.6014 0.8299 -0.5225 -0.3538
H -0.6694 -1.8067 -0.4544 1.9182 1.3459 -0.4997
H 0.8680 -2.2826 -1.2876 -0.3076 0.7526 2.0268
H 0.0516 3.5401 1.2287 1.1043 -1.4017 -2.1252
H 1.6384 3.2435 0.1853 -1.5836 -0.8303 0.5675
H 0.0231 3.1274 -0.6993 0.9462 -0.1848 2.4430
H 0.6931 0.0462 -1.6712 -0.0555 0.4991 -0.0530
H 2.0282 -0.0232 -0.6443 2.0706 -0.5140 0.1950
H 0.3947 0.5317 1.9039 -0.0570 -0.2655 0.9321
```
Forces are in eV/Å.

Results
Calculated total energy ... -638.40602 Ha
Maximum force ... 0.0855 hartree/bohr
Multiplicity ... 3
HOMO-LUMO gap (alpha / beta) ... 0.2557 / 0.2948 Eh

---

11.
Here is the molecule C7H12Si from the Open Molecules 2025 dataset. Energies are from ωB97M-V/def2-TZVPD.

Geometry as XYZ:
```
20
Properties=species:S:1:pos:R:3:forces:R:3
C -1.5520 -1.3300 -0.0448 -0.5687 0.4853 0.4425
C -0.6016 -2.0089 -0.5969 0.4358 0.4182 0.1135
C -1.3199 1.1350 -0.4687 -0.2013 0.0926 0.0676
C 0.1750 1.2868 -0.8091 0.1680 0.1103 -0.2428
C -0.0313 0.1802 1.3100 -0.1965 -0.0584 0.3486
C -1.3899 0.0280 0.6078 0.0935 0.0688 0.0301
C 0.9126 0.4758 0.2101 0.1062 -0.8126 -0.4548
Si 2.5481 -0.3632 -0.0244 -0.2173 0.6355 0.2142
H -2.5938 -1.6680 -0.0262 0.1024 -0.2683 -0.2152
H -0.4218 -2.8994 -1.1465 0.0570 -0.4637 -0.2673
H -1.7149 2.0669 -0.0591 -0.0106 -0.0134 -0.0321
H -1.9131 0.8737 -1.3431 -0.0627 0.0606 -0.0180
H 0.4099 0.9594 -1.8243 -0.0250 0.0428 -0.0146
H 0.4828 2.3372 -0.7500 -0.0053 0.0419 -0.0732
H -0.1113 1.0522 1.9713 0.0503 0.0656 0.1413
H 0.2564 -0.6778 1.9140 -0.0931 -0.0505 0.1005
H -2.2268 0.1988 1.2905 0.0796 -0.0405 -0.0396
H 2.5259 -1.7847 -0.3708 -0.0675 -0.3070 -0.0695
H 3.2925 -0.2219 1.2357 0.1952 -0.0741 0.1966
H 3.2734 0.3599 -1.0756 0.1600 0.0670 -0.2280
```
Forces are in eV/Å.

Results
Calculated total energy ... -563.23720 Ha
Maximum force ... 0.0182 hartree/bohr
HOMO-LUMO gap (alpha / beta) ... 0.2817 / 0.3246 Eh

---

Energy relative to the best compared isomer or geometry (same formula, charge and spin) (computed, eV): 3.1455; 4.1929; 1.6648; 6.7602; 2.7039; 3.4699; 1.8827; 4.1840; 3.3711; 1.8629; 4.0392